## P
Entry from OMol25: a molecular structure, C4H11O3 (wB97M-V/def2-TZVPD).

Results
M ... 107.1 g/mol
Frontier orbital gap ... 6.9 eV
LUMO level ... 0.1221 Ha
HOMO level ... -3.61 eV

ORCA input file:
```
! wB97M-V def2-TZVPD RIJCOSX def2/J DEFGRID3
* xyz -1 1
C -2.3397 0.0695 0.5972
O -3.8610 0.4082 -0.2737
C -1.2662 -0.0860 -0.5114
C 0.2103 -0.1995 0.1415
C 1.2783 -0.7270 -0.8396
O 2.5108 -0.8715 -0.2900
H -3.4645 -0.3820 0.4325
H -2.1603 -0.6311 1.4369
H -2.3533 1.0776 1.0573
H -1.4394 -1.0284 -1.0410
H -1.2309 0.7791 -1.1265
H 0.3336 -0.8817 1.0374
H 0.6497 0.7820 0.4809
H 0.8574 -1.6646 -1.2728
H 1.2320 -0.0102 -1.7148
H 3.7166 1.2634 1.5405
H 2.8349 0.2791 0.4134
O 3.0661 1.2226 0.8674
*
```

These are the Mulliken partial charges, in e, on atoms 1 to 4: number 1, C, carries -0.55; number 2, O, carries -0.53; number 3, C, carries -0.33; number 4, C, carries -0.44

***

## Q
Entry from OMol25: 2 unconnected molecules or ions with the total composition C4H11O3 (wB97M-V/def2-TZVPD).

Results
M ... 107.1 g/mol
Frontier orbital gap ... 6.6 eV
LUMO level ... 0.1265 Ha
HOMO level ... -3.15 eV

ORCA input file:
```
! wB97M-V def2-TZVPD RIJCOSX def2/J DEFGRID3
* xyz -1 1
C -1.3797 1.8425 -0.9711
O -0.7827 2.7375 -1.9924
C -0.1722 1.1312 -0.3731
C -0.5363 -0.1161 0.4090
C 0.8310 -0.7180 0.8710
O 0.7070 -1.6121 1.8814
H -1.9094 2.5707 -0.3424
H -2.1558 1.4066 -1.6224
H 0.1364 2.5073 -2.2308
H 0.3161 2.0018 0.1119
H 0.6226 0.9358 -1.1095
H -1.1209 0.2058 1.2760
H -1.0438 -0.8291 -0.2521
H 1.5164 0.0776 1.1801
H 1.3165 -1.1534 -0.0304
H 0.8367 -3.8478 0.4821
H 1.3291 -3.0972 1.5441
O 1.4890 -4.0430 1.1688
*
```

These are the Mulliken partial charges, in e, on atoms 1 to 4: number 1, C, carries -0.09; number 2, O, carries -0.58; number 3, C, carries -0.74; number 4, C, carries -0.27

***

Of all the structures shown, which is most stable? Q, and P is the least stable.